C28H66N7O2P3Si | the ωB97M-V functional and the def2-TZVPD basis

Structure (XYZ):
```
107
Properties=species:S:1:pos:R:3:forces:R:3
C -1.993024 2.580507 0.127655 -0.4 0.3 0.2
Si -1.973532 2.117009 -1.763755 -1.0 0.1 0.9
C -3.425886 0.861886 -2.000078 0.9 -0.8 -0.4
C -2.354018 3.739426 -2.702028 -0.5 0.5 -0.6
C -2.082702 3.707791 -4.283005 -0.7 0.4 -0.7
C -2.069819 5.161904 -4.987998 -0.2 0.4 0.2
C -1.252476 6.276635 -4.178226 0.1 0.0 0.5
C 0.164406 5.790167 -3.609055 0.7 0.9 0.2
C 0.831393 6.996441 -2.734922 0.1 -0.9 1.1
C 0.725636 6.685743 -1.138176 0.8 -0.1 0.3
C 1.989198 5.773799 -0.637858 -0.3 -0.3 -1.9
P 1.286669 4.287715 0.327298 0.2 1.0 1.5
N 2.664693 3.342561 0.951633 -0.5 0.1 -1.3
C -0.362302 1.229300 -2.261919 4.1 -2.9 -1.0
C 0.781300 1.772129 -3.150767 0.5 -3.6 1.2
C 2.012809 0.865312 -3.488174 -1.6 -1.6 1.8
C 2.179205 -0.590611 -2.925277 -3.3 2.4 1.1
C 1.060960 -1.118992 -1.997161 -0.6 3.1 -1.2
C -0.167533 -0.233478 -1.704751 2.0 1.1 -1.5
H -1.170018 2.046035 0.711649 -1.1 0.9 -0.6
H -1.945564 3.726748 0.264442 0.2 -1.8 -0.1
H -3.011904 2.258966 0.540826 1.4 0.3 -0.5
H -3.319389 0.097085 -1.144287 -0.5 1.1 -1.3
H -4.450032 1.361147 -2.037686 1.4 -0.8 0.1
H -3.181884 0.300334 -2.980322 -0.8 0.8 1.4
H -1.838800 4.587962 -2.136168 -0.6 -1.0 -1.0
H -3.491318 3.927089 -2.575418 1.7 -0.3 0.0
H -2.979698 3.146609 -4.753821 1.5 0.7 0.7
H -1.153151 3.134605 -4.608915 -1.1 0.7 0.7
H -3.168835 5.503955 -5.106998 1.8 -0.4 0.2
H -1.638509 5.105970 -6.044469 -0.5 -0.2 1.4
H -1.886295 6.649244 -3.282648 1.0 -0.7 -1.3
H -1.051555 7.226665 -4.805873 -0.4 -1.6 0.8
H 0.117771 4.896870 -2.899409 -0.2 1.1 -1.1
H 0.901504 5.487873 -4.448098 -1.3 0.5 1.1
H 0.311516 7.998309 -2.892954 0.8 -1.3 -0.2
H 1.962408 7.023537 -2.952364 -1.8 0.4 0.1
H 0.755237 7.661228 -0.518234 -0.3 -1.6 -1.1
H -0.231992 6.102052 -0.875385 1.2 1.1 -0.5
H 2.757466 6.373490 -0.044544 -1.2 -0.9 -0.6
H 2.499842 5.378845 -1.588626 -0.4 0.7 1.3
H 0.656909 3.442670 -0.657715 1.0 0.3 -0.1
H 3.423594 3.972613 1.244580 -0.5 -0.5 -0.3
H 2.994878 2.661308 0.254497 0.2 0.6 0.5
H 0.724481 2.830154 -3.562774 0.2 -1.6 0.6
H 2.872920 1.209093 -4.171058 -1.7 -0.3 1.2
H 3.100891 -1.238468 -3.164932 -1.7 1.3 0.3
H 1.080439 -2.153600 -1.493972 0.1 1.8 -1.0
H -0.986162 -0.662824 -1.014804 1.4 0.7 -1.2
O -3.158107 -2.247986 0.562613 -1.2 -1.7 -3.9
P -3.886623 -3.530477 1.002913 1.6 3.1 7.8
N -5.085856 -2.661532 1.896532 -1.1 0.5 -0.3
C -5.808861 -3.109551 3.078036 -0.2 -0.4 0.0
C -6.001310 -1.866575 1.074196 0.4 0.4 -0.2
N -2.591887 -3.984337 2.062100 1.1 -0.8 0.3
C -2.613071 -3.692574 3.488548 -0.4 -0.4 0.0
C -1.241129 -3.725847 1.554169 -0.1 0.1 -0.3
N -4.714758 -5.048679 1.423504 0.6 -1.0 -3.3
C -3.916630 -6.270345 1.634819 0.4 -0.3 0.4
C -5.674196 -5.386109 0.345340 -0.7 0.1 0.1
H -6.555455 -3.879023 2.849445 -0.1 0.0 0.1
H -6.342342 -2.270070 3.538843 0.1 0.1 -0.3
H -5.161984 -3.484917 3.862773 0.2 -0.2 -0.2
H -6.835365 -2.473467 0.702474 -0.2 0.0 0.1
H -5.494016 -1.436608 0.207262 0.1 -0.1 0.1
H -6.414044 -1.028448 1.641759 0.0 -0.1 0.1
H -2.786833 -2.631798 3.691341 -0.1 0.1 0.1
H -1.667778 -3.979021 3.963866 0.0 0.1 -0.4
H -3.359438 -4.304211 3.996284 -0.2 0.1 0.1
H -0.942617 -2.681901 1.700549 0.1 0.0 -0.1
H -1.174776 -3.957613 0.488666 0.0 0.1 0.0
H -0.507084 -4.361870 2.058916 -0.2 0.0 0.1
H -3.210621 -6.439943 0.816920 0.0 -0.1 0.1
H -4.565264 -7.149747 1.715112 -0.3 0.3 -0.3
H -3.370242 -6.243123 2.577565 0.1 0.3 -0.2
H -5.152745 -5.627687 -0.586820 -0.1 -0.2 0.0
H -6.350004 -4.553908 0.138373 0.1 0.1 0.1
H -6.303499 -6.234706 0.628647 0.2 0.1 0.0
O 2.578253 -2.983740 2.114438 -0.6 -0.1 -4.5
P 3.829774 -2.245299 1.605161 1.8 0.0 8.3
N 4.909330 -3.412573 2.287449 0.6 -1.1 -0.4
C 6.264149 -3.190706 2.771682 0.3 0.2 -0.3
C 4.861318 -4.731360 1.651916 -0.6 -0.1 0.1
N 3.597240 -0.946012 2.728344 -0.3 1.4 0.3
C 4.288548 -0.889082 4.008335 0.4 0.1 -0.4
C 2.207017 -0.529585 2.931103 -0.1 -0.2 -0.2
N 5.238940 -1.378428 0.949730 -1.9 0.4 -2.9
C 5.199358 0.092401 0.853872 0.0 0.6 0.3
C 5.496471 -1.855428 -0.429454 0.6 -0.5 -0.2
H 6.980524 -3.022281 1.959111 0.1 0.0 0.0
H 6.614967 -4.063633 3.334470 -0.3 -0.1 -0.2
H 6.342367 -2.366220 3.471182 -0.2 0.2 -0.2
H 5.506429 -4.772922 0.766240 0.2 -0.1 0.0
H 3.848163 -4.988866 1.334603 0.0 0.2 0.1
H 5.180035 -5.514603 2.344671 0.1 0.1 0.0
H 4.146891 -1.800838 4.596061 0.1 -0.1 0.1
H 3.939256 -0.040490 4.607968 -0.2 -0.1 -0.2
H 5.351009 -0.690514 3.864400 0.1 -0.2 0.0
H 1.684208 -1.183064 3.638574 -0.1 0.0 -0.1
H 1.657607 -0.533365 1.987109 0.0 -0.1 0.1
H 2.160101 0.494225 3.316279 0.3 0.0 0.0
H 4.282308 0.442523 0.370907 0.1 0.1 0.0
H 6.053776 0.467985 0.279692 0.0 -0.4 -0.2
H 5.292160 0.567981 1.830344 -0.3 -0.3 0.0
H 4.682361 -1.570681 -1.104625 0.2 0.1 -0.1
H 5.588397 -2.942934 -0.464495 -0.1 0.0 0.2
H 6.435850 -1.451226 -0.817767 -0.1 0.0 0.1
```
Positions in Å, forces in eV/Å.

For the total energy, the calculation gives -80366.251 eV. For the gap between HOMO and LUMO, the calculation gives 7.046 eV. For the highest occupied orbital energy, the calculation gives -7.81 eV. Its total charge is 0.

Atomic partial charges in e from the Löwdin method, atoms 1 to 99: number 1, C, carries -0.2197; number 2, Si, carries 0.5279; number 3, C, carries -0.2056; number 4, C, carries -0.2747; number 5, C, carries -0.2477; number 6, C, carries -0.2100; number 7, C, carries -0.2249; number 8, C, carries -0.2154; number 9, C, carries -0.2015; number 10, C, carries -0.2673; number 11, C, carries -0.4365; number 12, P, carries 0.8043; number 13, N, carries -0.2756; number 14, C, carries -0.2292; number 15, C, carries -0.0810; number 16, C, carries -0.0701; number 17, C, carries -0.0882; number 18, C, carries -0.0832; number 19, C, carries -0.0582; number 20, H, carries 0.0324; number 21, H, carries 0.0267; number 22, H, carries 0.0376; number 23, H, carries 0.0245; number 24, H, carries 0.0415; number 25, H, carries 0.0466; number 26, H, carries 0.0511; number 27, H, carries 0.1001; number 28, H, carries 0.1147; number 29, H, carries 0.0831; number 30, H, carries 0.1114; number 31, H, carries 0.1057; number 32, H, carries 0.1169; number 33, H, carries 0.1163; number 34, H, carries 0.0675; number 35, H, carries 0.1201; number 36, H, carries 0.1020; number 37, H, carries 0.1030; number 38, H, carries 0.1070; number 39, H, carries 0.0720; number 40, H, carries 0.0748; number 41, H, carries 0.0653; number 42, H, carries -0.0817; number 43, H, carries 0.0165; number 44, H, carries -0.0002; number 45, H, carries 0.0609; number 46, H, carries 0.0823; number 47, H, carries 0.0820; number 48, H, carries 0.0906; number 49, H, carries 0.0891; number 50, O, carries -0.3179; number 51, P, carries 0.7644; number 52, N, carries -0.3082; number 53, C, carries -0.1364; number 54, C, carries -0.1469; number 55, N, carries -0.3583; number 56, C, carries -0.1345; number 57, C, carries -0.1499; number 58, N, carries -0.2733; number 59, C, carries -0.1266; number 60, C, carries -0.1434; number 61, H, carries 0.0752; number 62, H, carries 0.0845; number 63, H, carries 0.0495; number 64, H, carries 0.0642; number 65, H, carries 0.0636; number 66, H, carries 0.0801; number 67, H, carries 0.0884; number 68, H, carries 0.0840; number 69, H, carries 0.0572; number 70, H, carries 0.0747; number 71, H, carries 0.0677; number 72, H, carries 0.0794; number 73, H, carries 0.0880; number 74, H, carries 0.0820; number 75, H, carries 0.0723; number 76, H, carries 0.0817; number 77, H, carries 0.0637; number 78, H, carries 0.0834; number 79, O, carries -0.3117; number 80, P, carries 0.7619; number 81, N, carries -0.3104; number 82, C, carries -0.1374; number 83, C, carries -0.1506; number 84, N, carries -0.3559; number 85, C, carries -0.1372; number 86, C, carries -0.1496; number 87, N, carries -0.2678; number 88, C, carries -0.1255; number 89, C, carries -0.1381; number 90, H, carries 0.0749; number 91, H, carries 0.0840; number 92, H, carries 0.0493; number 93, H, carries 0.0631; number 94, H, carries 0.0686; number 95, H, carries 0.0791; number 96, H, carries 0.0875; number 97, H, carries 0.0826; number 98, H, carries 0.0570; number 99, H, carries 0.0763